# 1
{"formula": "C10H10ClF5OReTe", "method": "ωB97M-V with the def2-TZVPD basis set", "species": ["C", "C", "C", "H", "C", "C", "H", "H", "H", "H", "Re", "Cl", "C", "C", "C", "H", "C", "C", "H", "H", "H", "H", "F", "Te", "F", "F", "F", "F", "O"], "coordinates": [[-2.40381, -1.18635, -0.38232], [-1.78744, -1.41094, -1.67411], [-1.47426, -0.12431, -2.22301], [-1.57409, -2.35642, -2.15653], [-1.87702, 0.87694, -1.30040], [-2.45744, 0.22738, -0.16451], [-2.87598, 0.73764, 0.71447], [-2.76483, -1.96371, 0.29453], [-1.03865, 0.04915, -3.20416], [-1.76031, 1.95685, -1.45306], [-0.43738, -0.42461, -0.36805], [0.20132, -2.33235, 0.80625], [2.78601, -0.09460, -0.00808], [2.16117, 1.10280, -0.47808], [1.45882, 0.80636, -1.68084], [2.18780, 2.08057, -0.01289], [1.65269, -0.60600, -1.96596], [2.49888, -1.13889, -0.93876], [2.80975, -2.17175, -0.86816], [3.32768, -0.20044, 0.91988], [1.02339, 1.53590, -2.37997], [1.34301, -1.10494, -2.88409], [1.01253, 2.31853, 3.05717], [-0.13451, 0.80177, 3.08393], [1.32328, -0.41294, 3.24921], [-1.41375, -0.59839, 2.96634], [-0.29135, 0.86068, 5.02347], [-1.57565, 2.01198, 2.84413], [0.08015, 0.76009, 1.18361]], "nbo_charge": [-0.27, -0.32, -0.25, 0.28, -0.32, -0.25, 0.29, 0.29, 0.27, 0.28, 1.20, -0.35, -0.28, -0.19, -0.34, 0.23, -0.33, -0.20, 0.23, 0.23, 0.23, 0.23, -0.59, 3.36, -0.58, -0.60, -0.56, -0.61, -1.07], "spin_multiplicity": 4, "lumo_ev": [-2.0, -2.2], "energy_ha": -1768.03019, "s_squared": 3.774, "gap_ev": [5.858, 5.928], "homo_ha": [-0.288, -0.299]}

---

# 2
{"formula": "C10H10ClFRu", "method": "ωB97M-V with the def2-TZVPD basis set", "species": ["C", "C", "C", "H", "C", "C", "H", "H", "H", "H", "Ru", "Cl", "C", "C", "C", "H", "C", "C", "H", "H", "H", "H", "F"], "coordinates": [[1.65331, 0.05298, 1.84175], [0.28346, 0.50378, 1.88408], [0.15461, 1.64940, 1.01446], [-0.42402, 0.15624, 2.60316], [1.46332, 1.86954, 0.43420], [2.37061, 0.91682, 0.93778], [3.43701, 0.86834, 0.67681], [2.09292, -0.77591, 2.37289], [-0.69781, 2.29811, 0.83793], [1.72197, 2.66543, -0.23966], [0.27951, -0.32156, -0.14237], [1.47378, -2.31579, 0.26068], [-0.81170, -1.78822, -1.59086], [-0.92811, -0.45558, -2.10276], [-1.77191, 0.30023, -1.20242], [-0.55010, -0.15477, -3.06448], [-2.10055, -0.54708, -0.09731], [-1.51246, -1.83249, -0.33426], [-1.65378, -2.72676, 0.24965], [-0.31210, -2.60603, -2.09353], [-2.06444, 1.32022, -1.36085], [-2.75864, -0.28543, 0.71386], [0.65512, 1.20854, -1.59876]], "mulliken_charge": [-0.85, -0.55, -0.56, 0.50, -0.11, -0.32, 0.36, 0.53, 0.49, 0.35, 0.47, -0.52, -0.78, -0.46, -0.32, 0.41, -0.55, -0.22, 0.39, 0.43, 0.46, 0.46, -0.62], "spin_multiplicity": 6, "lumo_ev": [3.9, 3.4], "energy_ha": -1041.91542, "total_charge": -1, "s_squared": 8.774, "gap_ev": [6.349, 7.776], "homo_ha": [-0.091, -0.159]}

---

# 3
{"formula": "C10H10F8MgOP2S", "method": "ωB97M-V with the def2-TZVPD basis set", "species": ["F", "C", "F", "F", "O", "C", "P", "P", "S", "C", "F", "F", "C", "C", "C", "C", "C", "C", "F", "F", "F", "C", "H", "H", "H", "H", "H", "H", "H", "H", "H", "H", "Mg"], "coordinates": [[4.94181, 0.02811, 1.43826], [3.58776, -0.00987, 1.70246], [3.44142, -0.05831, 2.99630], [3.08605, -1.13990, 1.18704], [2.99969, 1.11579, 1.22544], [2.64561, 0.99709, -0.12743], [1.01756, 0.19930, -0.58547], [2.33308, -0.51401, -2.40566], [3.53929, -2.07104, -1.94003], [0.06403, 0.91570, 0.88059], [0.30509, 0.23348, 2.03827], [0.26585, 2.24739, 1.02742], [-1.42005, 0.71472, 0.56556], [-2.27321, 1.80316, 0.47758], [-3.60390, 1.59078, 0.23184], [-4.10548, 0.31587, 0.06773], [-3.26096, -0.76289, 0.14212], [-3.78144, -2.18371, -0.00668], [-3.39555, -2.75451, -1.15149], [-3.27460, -2.92837, 1.00294], [-5.10490, -2.21439, 0.11365], [-1.92895, -0.55257, 0.38821], [2.73329, 1.96534, -0.63653], [3.32611, 0.24995, -0.63643], [0.69002, -1.13448, -0.24210], [0.13700, 0.83379, -1.50032], [1.60316, -0.70237, -3.60359], [3.26528, 0.51529, -2.71648], [-1.92104, 2.81747, 0.62360], [-4.32320, 2.40134, 0.18273], [-5.16920, 0.18420, -0.09784], [-1.23508, -1.38910, 0.45512], [4.81547, -0.71325, -1.09682]], "nbo_charge": [-0.35, 1.15, -0.24, -0.32, -0.46, -0.30, 0.75, 0.33, -0.70, 0.39, -0.33, -0.32, -0.08, -0.19, -0.18, -0.13, -0.12, 0.98, -0.31, -0.32, -0.30, -0.22, 0.29, -0.01, 0.10, 0.09, 0.12, -0.01, 0.24, 0.25, 0.26, 0.21, 1.75], "spin_multiplicity": 1, "lumo_ev": -10.0, "energy_ha": -2541.49760, "total_charge": 2, "gap_ev": 5.192, "homo_ha": -0.559}

---

# 4
{"formula": "C10H10FN3S", "method": "ωB97M-V with the def2-TZVPD basis set", "species": ["C", "N", "C", "C", "S", "C", "C", "C", "C", "C", "N", "C", "N", "C", "F", "H", "H", "H", "H", "H", "H", "H", "H", "H", "H"], "coordinates": [[-2.86165, 1.95697, 2.07509], [-1.46808, 1.48319, 1.99336], [-1.00080, 1.10166, 3.24799], [-1.12338, 0.93708, 0.85079], [0.24754, -0.19855, 0.84173], [0.11651, -0.30580, -0.88992], [1.21475, -0.89814, -1.67243], [2.25864, -1.41723, -0.95752], [3.29077, -1.97260, -1.74090], [3.12371, -2.13170, -3.09562], [2.02594, -1.76959, -3.78796], [1.13606, -1.19579, -3.04312], [-0.86553, 0.32723, -1.45154], [-1.61117, 0.95259, -0.45622], [-2.75395, 1.46117, -0.86229], [-2.98650, 2.51830, 3.00256], [-3.24069, 2.44044, 1.19047], [-3.38725, 1.00436, 2.21887], [-0.87401, 1.96607, 3.91844], [-1.79292, 0.35823, 3.75337], [-0.04566, 0.52347, 3.22971], [2.29265, -1.36028, 0.14465], [4.17520, -2.26397, -1.20178], [3.98042, -2.60876, -3.68298], [0.14938, -0.90835, -3.62473]], "nbo_charge": [-0.41, -0.43, -0.40, -0.03, 0.33, 0.04, -0.14, -0.15, -0.26, 0.02, -0.40, 0.08, -0.41, 0.40, -0.31, 0.21, 0.23, 0.18, 0.21, 0.17, 0.22, 0.22, 0.22, 0.20, 0.21], "smiles": "CN(C)c1sc(-c2cccnc2)nc1F", "spin_multiplicity": 1, "lumo_ev": 0.2, "energy_ha": -1049.31846, "de_lowest_kcal_mol": 0.0, "gap_ev": 7.688, "homo_ha": -0.273}

---

# 5
{"formula": "C10H10FeIN2O6", "method": "ωB97M-V with the def2-TZVPD basis set", "species": ["Fe", "O", "C", "C", "C", "N", "C", "C", "C", "O", "O", "C", "O", "O", "H", "H", "H", "N", "C", "O", "C", "I", "H", "H", "H", "H", "C", "H", "H", "H"], "coordinates": [[-1.47900, 0.33555, 0.53605], [3.89288, 1.40054, -2.24270], [2.69270, 1.20383, -1.62575], [2.33208, 1.91450, -0.48456], [1.09690, 1.64907, 0.07347], [0.28216, 0.75755, -0.46409], [0.61877, 0.06171, -1.53866], [1.83209, 0.25396, -2.16888], [-0.44446, -0.96538, -1.94576], [-0.23670, -1.66526, -2.93020], [-1.46543, -0.95967, -1.17789], [0.53890, 2.29461, 1.34892], [1.20022, 3.17167, 1.89206], [-0.59076, 1.81353, 1.69902], [4.37847, 2.07545, -1.75737], [2.97331, 2.65437, -0.02091], [2.08953, -0.32326, -3.04481], [0.19517, -3.03190, 2.64802], [-0.58957, -2.36006, 1.74576], [-0.44562, -1.14305, 1.61081], [-1.54413, -3.14136, 0.99054], [-3.68689, -0.31798, 1.78622], [0.67385, -2.44364, 3.31151], [-0.11896, -3.92540, 2.98242], [-1.64857, -4.19964, 1.18142], [-2.10967, -2.64670, 0.21712], [-2.50503, 1.73848, -0.54386], [-3.33452, 1.20992, -1.00138], [-1.77950, 2.11079, -1.26293], [-2.81823, 2.47775, 0.18643]], "nbo_charge": [1.36, -0.66, 0.33, -0.31, 0.14, -0.51, 0.12, -0.28, 0.75, -0.68, -0.79, 0.75, -0.68, -0.77, 0.48, 0.23, 0.25, -0.81, 0.58, -0.66, -0.29, -0.61, 0.40, 0.38, 0.17, 0.25, -0.75, 0.20, 0.17, 0.20], "spin_multiplicity": 5, "lumo_ev": [2.6, 1.3], "energy_ha": -2509.58056, "total_charge": -1, "s_squared": 6.349, "de_lowest_kcal_mol": 0.0, "gap_ev": [7.781, 6.329], "homo_ha": [-0.191, -0.184]}

---

# 6
{"formula": "C10H10IO2", "method": "ωB97M-V with the def2-TZVPD basis set", "species": ["C", "C", "C", "C", "C", "C", "C", "C", "C", "C", "O", "O", "I", "H", "H", "H", "H", "H", "H", "H", "H", "H", "H"], "coordinates": [[-1.80418, 1.64284, -1.65915], [-2.10442, 0.35384, -1.22391], [-0.49528, 2.07978, -1.50913], [-1.14418, -0.47288, -0.70495], [0.48001, 1.26752, -0.98323], [0.23287, -0.08711, -0.60738], [0.17252, 2.60743, 1.44950], [0.75563, -2.21792, 1.85650], [0.97750, -2.33409, 0.34254], [1.21495, -1.01696, -0.32613], [0.69086, 3.56279, 1.07489], [-0.35607, 1.72620, 1.95983], [3.24116, -0.32960, 0.04251], [-2.56626, 2.28354, -2.08502], [-3.12823, -0.00594, -1.28872], [-0.23015, 3.09166, -1.80363], [-1.44753, -1.45824, -0.37457], [1.48612, 1.65705, -0.90026], [-0.06413, -1.52891, 2.05408], [0.52128, -3.18614, 2.30280], [1.65271, -1.82666, 2.33552], [1.82077, -3.00952, 0.15758], [0.09403, -2.79867, -0.10970]], "nbo_charge": [-0.38, -0.21, -0.19, -0.26, -0.35, -0.12, 1.05, -0.61, -0.45, -0.26, -0.55, -0.52, -0.09, 0.19, 0.18, 0.19, 0.18, 0.21, 0.21, 0.18, 0.20, 0.19, 0.20], "spin_multiplicity": 1, "lumo_ev": 3.0, "energy_ha": -835.27230, "total_charge": -1, "de_lowest_kcal_mol": 1.3, "gap_ev": 4.961, "homo_ha": -0.074}